Record 1
Below is a molecular structure, C36H34Cl3GeO5S4Zr, with properties calculated with wB97M-V/def2-TZVPD.

Structure (XYZ):
```
84
Properties=species:S:1:pos:R:3
Zr 1.59897 0.65873 1.45599
C 3.08722 -0.48086 -0.18886
C 3.62302 0.82329 -0.10008
C 4.13535 0.99241 1.21413
C 3.93726 -0.21339 1.93159
C 3.26534 -1.12389 1.07283
C 2.91529 -2.55774 1.35353
C 4.40326 -0.46907 3.33034
C 4.84120 2.20172 1.74208
C 3.59352 1.85961 -1.18570
C 2.43552 -1.09329 -1.39262
H 1.91375 -2.81021 0.99745
H 2.95318 -2.77493 2.41969
H 3.61708 -3.22973 0.85030
H 4.16275 0.36742 3.98556
H 5.48574 -0.62523 3.35043
H 3.92395 -1.35077 3.75434
H 4.68484 2.31140 2.81534
H 4.47966 3.11062 1.26319
H 5.91961 2.12800 1.56984
H 2.62512 2.36192 -1.25763
H 3.79302 1.40223 -2.15673
H 4.35538 2.61983 -1.01357
H 3.10269 -1.81403 -1.87610
H 2.17783 -0.32606 -2.12020
H 1.51280 -1.61798 -1.13849
O 3.59140 5.66128 5.89397
C 2.89352 4.96162 5.20242
S 1.58872 3.94356 5.80591
C 1.04564 3.33809 4.25099
C 1.73802 3.71368 3.15791
S 1.45669 3.25404 1.49675
S 3.06960 4.82230 3.44843
S -0.34976 2.29568 4.26140
O 0.04213 2.63488 -1.60380
C -0.32698 1.90103 -0.70986
O 0.41246 0.91035 -0.24523
C -1.70271 2.02605 -0.08750
C -2.80106 1.59284 -1.06738
Ge -2.73606 -0.23173 -1.79827
C -4.59543 -0.77895 -2.11230
C -5.52207 0.10671 -2.66321
C -6.83175 -0.28413 -2.90610
C -7.23740 -1.57548 -2.59840
C -6.33027 -2.46875 -2.04755
C -5.02094 -2.07143 -1.80716
C -1.82473 -0.33311 -3.52801
C -0.49024 0.06095 -3.64486
C 0.17343 -0.03329 -4.85984
C -0.48715 -0.52426 -5.97786
C -1.81320 -0.91764 -5.87724
C -2.47569 -0.82190 -4.65952
C -1.92275 -1.56510 -0.63228
C -1.98376 -1.47087 0.75590
C -1.42503 -2.45365 1.56120
C -0.80552 -3.55190 0.98412
C -0.74113 -3.66484 -0.39876
C -1.29430 -2.67489 -1.20008
H -1.84374 3.07867 0.16436
H -1.72989 1.44918 0.83594
H -2.79781 2.26894 -1.92614
H -3.77661 1.68825 -0.58437
H -5.21894 1.11960 -2.90833
H -7.53696 0.41795 -3.33403
H -8.25914 -1.88253 -2.78492
H -6.64385 -3.47595 -1.80115
H -4.32125 -2.77496 -1.36918
H 0.03574 0.45880 -2.78537
H 1.20693 0.28307 -4.93276
H 0.03022 -0.59757 -6.92677
H -2.33333 -1.29949 -6.74758
H -3.51194 -1.13451 -4.59038
H -2.44128 -0.61020 1.22911
H -1.45209 -2.34262 2.63674
H -0.36176 -4.31372 1.61434
H -0.25123 -4.51839 -0.85254
H -1.22640 -2.75794 -2.27950
Cl 0.98440 0.03296 6.33564
C 0.18716 -0.40533 4.82822
Cl 0.85491 -1.96374 4.25699
Cl -1.55361 -0.59482 5.08335
C 0.45792 0.65841 3.70883
O 1.79202 0.79609 3.52173
O -0.12653 0.26871 2.53731
```

Calculated values
Kohn-Sham gap ... 7.76 eV
DFT total energy ... -6866.06792 hartree
Energy above the lowest of the compared OMol25 structures with the same formula, charge and spin ... 1.222 eV
Highest occupied orbital energy ... -5.38 eV
Total charge ... -1
E_LUMO ... 2.38 eV

Record 2
Below is a molecular structure, C36H34F9N4PSSn at a distorted geometry, with properties calculated with wB97M-V/def2-TZVPD.

Structure (XYZ):
```
86
Properties=species:S:1:pos:R:3
Sn -1.68313 2.61086 0.20275
C -1.51672 2.73542 3.53381
C -1.97313 1.30643 3.17369
N -2.81126 1.15475 1.99093
C -4.28736 1.29657 2.01031
C -4.83458 2.75177 2.06276
S -3.93466 3.92242 0.94957
C -3.18886 5.03519 2.26640
C -1.65564 4.99574 2.37007
N -1.15482 3.57709 2.35029
H -0.60883 2.65432 4.15422
H -2.27233 3.24674 4.17357
H -2.26380 0.86808 4.10635
H -0.97903 0.81056 2.88271
H -2.64283 0.23143 1.66291
H -4.60626 0.78718 2.92555
H -4.66082 0.73674 1.15888
H -4.67643 3.21984 3.07497
H -5.85582 2.81860 1.69890
H -3.64787 4.78016 3.23319
H -3.57075 6.02258 2.01010
H -1.26132 5.56633 3.27937
H -1.27259 5.57977 1.51253
H -0.11767 3.58621 2.30295
N 0.97668 2.13971 0.27702
C 1.54735 3.44072 0.51411
C 2.73802 3.63544 1.21867
C 3.38419 4.91471 1.15870
C 2.77770 5.95005 0.41751
C 1.52469 5.78403 -0.24748
C 0.93762 6.81304 -0.99793
C -0.31722 6.58974 -1.52213
C -0.94872 5.32494 -1.44034
N -0.33052 4.32342 -0.74634
C 0.94998 4.46842 -0.20502
H 1.43256 1.37937 0.78942
H 1.02701 1.84175 -0.69828
H 3.22663 2.81764 1.75493
H 4.27177 5.07510 1.78443
H 3.23532 6.92122 0.41629
H 1.44260 7.79226 -1.18703
H -0.71954 7.40382 -2.06724
H -1.93966 5.14796 -1.81188
F -3.01254 -7.89934 -1.25165
C -3.71457 -6.70703 -1.07625
F -4.62134 -6.53285 -2.03913
F -4.40465 -6.87999 0.13052
C -2.70876 -5.54131 -1.01134
C -2.70988 -4.67040 -2.09829
C -1.77169 -3.57748 -2.20016
C -0.85951 -3.35855 -1.19636
C -0.92512 -4.24529 -0.05080
C -1.82829 -5.27725 0.05361
P 0.31145 -1.94156 -1.49608
C 1.38527 -2.07907 -0.11916
C 0.84000 -2.09290 1.19406
C 1.66116 -2.30430 2.31740
C 3.02279 -2.60768 2.12968
C 3.53014 -2.70396 0.81826
C 2.74914 -2.38957 -0.27587
C 3.85227 -3.06841 3.27502
F 3.06043 -3.69381 4.22246
F 4.77087 -4.10903 2.89768
F 4.54398 -2.04260 3.93937
C 1.34216 -2.63836 -2.85532
C 1.60925 -4.00120 -2.84077
C 2.32913 -4.59032 -3.89461
C 2.76503 -3.78729 -4.99506
C 2.41353 -2.44330 -5.02411
C 1.82837 -1.84140 -3.93133
C 3.48961 -4.48874 -6.01112
F 4.46518 -5.35880 -5.55031
F 2.63510 -5.24263 -6.79159
F 4.19555 -3.60321 -6.88613
H -3.41471 -4.77103 -2.87188
H -1.77751 -2.98476 -3.10110
H -0.09323 -4.17267 0.70464
H -1.86226 -5.76545 1.04052
H -0.23067 -2.03576 1.30881
H 1.21128 -2.26020 3.28570
H 4.58335 -2.93981 0.68887
H 3.13181 -2.62120 -1.22968
H 1.33615 -4.57092 -1.96543
H 2.55602 -5.64247 -4.01786
H 2.86885 -1.81839 -5.83570
H 1.70692 -0.75781 -3.88374
```

Calculated values
Kohn-Sham gap ... 6.20 eV
DFT total energy ... -3463.37831 hartree
Highest occupied orbital energy ... -12.74 eV
Total charge ... +2
E_LUMO ... -6.55 eV

Record 3
Below is a molecular structure, C36H34InN3O7S4 at a distorted geometry, with properties calculated with wB97M-V/def2-TZVPD.

Structure (XYZ):
```
85
Properties=species:S:1:pos:R:3
In 0.76147 3.82750 -0.95358
O 0.22775 6.39343 2.25789
C 0.65123 5.74018 1.37882
O 0.05714 5.57011 0.23991
C 1.98686 4.90621 1.54153
O 2.52721 4.85475 2.68868
O 2.31695 4.20725 0.52144
C -8.39377 -5.23018 -2.76720
O -8.42425 -5.13780 -1.37463
C -7.55676 -4.21568 -0.82707
C -6.72542 -4.60686 0.23896
C -5.86987 -3.71058 0.77425
C -5.60292 -2.43821 0.16669
C -6.42903 -2.04654 -0.88124
C -7.36446 -2.94806 -1.36228
N -4.45003 -1.74949 0.48639
N -4.33777 -0.65070 -0.12590
C -3.24364 0.09977 0.18624
C -2.30973 -0.36517 1.08473
C -1.11732 0.24804 1.13277
C -0.74795 1.47789 0.44772
O 0.36679 2.11849 0.57250
C -1.80072 1.99763 -0.49820
N -1.49783 3.02198 -1.32387
C -2.37869 3.44603 -2.10739
C -3.65624 2.89582 -2.29864
C -3.98933 1.75430 -1.51882
C -2.99229 1.27695 -0.63840
H -8.86199 -6.17120 -3.00308
H -7.41281 -5.15763 -3.19119
H -9.06675 -4.42854 -3.30705
H -6.90737 -5.66250 0.57743
H -5.10370 -4.04012 1.53912
H -6.37060 -1.12798 -1.42512
H -7.91909 -2.61655 -2.21653
H -2.53675 -1.24144 1.67970
H -0.28797 -0.16263 1.67853
H -2.09635 4.38755 -2.61502
H -4.37034 3.53604 -2.91798
H -4.80373 1.19223 -1.57628
C 0.41472 4.67430 -5.42905
C 0.89755 4.14217 -4.10138
S 0.63568 5.37973 -2.90518
C 1.35526 2.90828 -3.90982
C 1.48845 1.85412 -4.96980
S 1.90868 2.20599 -2.39822
H 0.76086 4.06541 -6.29316
H 0.83735 5.66774 -5.52637
H -0.64506 4.82205 -5.47538
H 0.80351 1.08403 -4.57897
H 2.42963 1.47727 -5.03623
H 1.12094 2.22033 -5.90495
C 3.48147 -0.66933 0.12259
S 2.91845 -2.34631 0.18367
C 1.23306 -2.20906 -0.61086
H 3.96010 -0.36662 -0.89982
H 4.19912 -0.55150 0.95851
H 2.64603 -0.04767 0.34681
H 0.42071 -1.67818 -0.09277
H 0.79517 -3.19053 -0.61516
H 1.28184 -1.97658 -1.66570
O 5.91158 -1.04246 5.96218
S 4.78639 -1.60228 5.13392
C 3.99211 -0.18852 4.29092
C 2.73327 -0.32709 3.68399
C 2.26374 0.77920 3.02006
C 2.99297 1.95538 2.87774
C 4.23535 2.08380 3.45544
C 4.73217 0.98007 4.17091
C 5.36824 -2.43253 3.73813
C 6.03276 -1.74593 2.75186
C 6.42690 -2.45469 1.64685
C 6.32402 -3.85677 1.58970
C 5.64906 -4.54280 2.57492
C 5.18829 -3.77475 3.69551
H 2.14129 -1.25582 3.82728
H 1.28302 0.77018 2.53611
H 2.52807 2.77614 2.30820
H 4.70652 3.04665 3.44884
H 5.80755 0.97691 4.51064
H 6.20197 -0.66267 2.75418
H 6.83397 -2.01301 0.74969
H 6.45412 -4.32576 0.65716
H 5.57442 -5.63091 2.63865
H 4.61878 -4.22229 4.51449
```

Calculated values
Kohn-Sham gap ... 5.42 eV
DFT total energy ... -3866.11150 hartree
Energy above the lowest of the compared OMol25 structures with the same formula, charge and spin ... 2.664 eV
Highest occupied orbital energy ... -2.11 eV
Total charge ... -2
E_LUMO ... 3.31 eV